Entry 1:
{"formula": "C8H10ClFNS", "method": "ωB97M-V/def2-TZVPD", "elements": ["C", "C", "C", "C", "C", "C", "C", "C", "N", "F", "S", "Cl", "H", "H", "H", "H", "H", "H", "H", "H", "H", "H"], "xyz": [[-1.346, -0.208, 1.577], [-0.621, -1.199, 1.108], [-1.057, 1.967, 2.593], [-1.072, 1.237, 1.547], [-0.255, -0.216, -1.764], [0.808, 0.759, -2.075], [0.637, -1.111, 0.298], [1.500, 0.168, 0.494], [0.245, -1.386, -1.119], [-0.906, 1.778, 0.244], [1.621, 1.500, -0.594], [2.463, 0.162, 1.976], [-2.280, -0.477, 2.097], [-0.673, -2.262, 1.361], [-0.874, 2.897, 3.025], [-1.123, 0.095, -1.095], [-0.773, -0.326, -2.656], [1.630, 0.492, -2.665], [0.355, 1.762, -2.445], [1.178, -1.918, 0.719], [-0.516, -1.985, -0.993], [1.060, -1.729, -1.633]], "total_energy_ev": -36010.1600, "charge": 1, "orbital_gap_ev": [9.2, 6.3], "e_above_lowest_ev": 1.447, "homo_energy_ev": [-13.04, -10.80]}

***

Entry 2:
{"formula": "C8H10ClN2", "method": "ωB97M-V/def2-TZVPD", "elements": ["C", "C", "C", "C", "C", "C", "C", "C", "N", "N", "Cl", "H", "H", "H", "H", "H", "H", "H", "H", "H", "H"], "xyz": [[2.988, 0.296, 1.755], [1.593, 0.251, 1.891], [3.522, -0.084, 0.517], [0.891, -0.209, 0.835], [2.729, -0.506, -0.479], [-2.326, 1.200, -1.133], [-3.062, 0.214, -0.332], [-2.716, -0.210, -1.544], [1.413, -0.569, -0.366], [0.649, -0.898, -1.355], [3.347, -0.747, -2.024], [3.777, 0.625, 2.410], [0.980, 0.659, 2.762], [4.556, 0.037, 0.354], [-0.142, -0.474, 0.972], [-2.828, 2.169, -1.333], [-1.247, 1.282, -0.834], [-3.104, -0.109, 0.670], [-0.301, -1.243, -1.212], [-2.703, -0.944, -2.231], [1.205, -1.371, -2.081]], "total_energy_ev": -23949.2115, "charge": 1, "orbital_gap_ev": 8.1, "e_above_lowest_ev": 2.752, "homo_energy_ev": -12.50}

***

Entry 3:
{"formula": "C8H10ClN3O", "method": "ωB97M-V/def2-TZVPD", "elements": ["N", "N", "C", "O", "C", "N", "C", "C", "C", "C", "C", "C", "Cl", "H", "H", "H", "H", "H", "H", "H", "H", "H", "H"], "xyz": [[4.111, 1.010, -1.270], [2.896, 0.322, -0.607], [2.801, -0.150, 0.651], [3.588, -0.447, 1.514], [1.356, -0.554, 0.881], [0.347, -0.429, -0.191], [-0.992, -0.149, 0.033], [-1.972, -1.198, -0.259], [-3.361, -1.101, -0.169], [-3.921, 0.165, 0.084], [-3.000, 1.218, 0.208], [-1.534, 1.122, 0.113], [-0.528, 2.353, 0.469], [4.837, 0.334, -1.437], [4.358, 1.603, -0.515], [1.929, 0.712, -0.980], [0.809, -0.130, 1.687], [1.420, -1.769, 1.112], [0.545, -1.318, -0.688], [-1.599, -2.225, -0.296], [-3.794, -2.135, -0.607], [-4.871, 0.540, -0.060], [-3.426, 2.225, 0.330]], "total_energy_ev": -27495.3449, "charge": 0, "orbital_gap_ev": 9.3, "e_above_lowest_ev": 2.682, "smiles": "NNC(=O)CNc1ccccc1Cl", "homo_energy_ev": -8.75}

***

Entry 4:
{"formula": "C8H10ClNO3", "method": "ωB97M-V/def2-TZVPD", "elements": ["C", "C", "C", "C", "C", "C", "C", "C", "N", "O", "O", "O", "Cl", "H", "H", "H", "H", "H", "H", "H", "H", "H", "H"], "xyz": [[3.426, -1.939, 0.505], [3.355, -0.786, 0.126], [3.582, -3.346, 0.796], [-2.004, -0.096, 0.133], [-0.861, 0.335, -0.828], [0.391, 0.312, 0.013], [1.515, 0.878, -0.794], [3.187, 0.592, -0.039], [3.198, 1.450, 1.100], [3.173, 0.867, 2.155], [3.415, -4.193, -0.050], [3.221, 2.642, 0.969], [4.273, 1.306, -1.340], [3.640, -3.576, 1.986], [-1.885, 0.204, 1.252], [-2.137, -1.109, 0.113], [-2.970, 0.436, -0.197], [-0.830, -0.368, -1.739], [-1.167, 1.418, -1.026], [0.064, 0.952, 0.923], [0.673, -0.781, 0.311], [1.587, 0.442, -1.816], [1.478, 2.018, -0.907]], "s_squared": 2.0190, "total_energy_ev": -28602.6939, "charge": 0, "orbital_gap_ev": [7.3, 6.6], "homo_energy_ev": [-7.42, -10.20], "multiplicity": 3}

***

Entry 5:
{"formula": "C8H10CuN2O5", "method": "ωB97M-V/def2-TZVPD", "elements": ["Cu", "O", "C", "C", "O", "C", "O", "C", "O", "C", "H", "H", "C", "H", "H", "C", "N", "C", "N", "O", "H", "H", "H", "H", "H", "H"], "xyz": [[0.069, 0.012, -0.025], [-2.589, -1.564, -0.466], [-1.612, -0.958, -0.565], [1.017, 1.470, -0.869], [1.597, 2.356, -1.323], [-1.095, 1.613, 0.170], [-1.834, 2.324, 0.688], [0.537, -0.967, -1.620], [0.729, -1.404, -2.669], [-2.247, 1.083, -3.259], [-2.220, 0.077, -3.696], [-3.113, 1.317, -2.627], [-1.270, 1.968, -3.475], [-1.290, 2.973, -3.034], [-0.403, 1.728, -4.104], [1.098, -1.613, 4.419], [2.115, -1.555, 3.379], [1.907, -1.137, 2.107], [3.008, -1.071, 1.271], [0.765, -0.761, 1.716], [0.149, -1.244, 4.032], [1.411, -0.987, 5.263], [0.973, -2.650, 4.756], [3.054, -1.834, 3.645], [2.825, -0.946, 0.277], [3.860, -1.547, 1.555]], "s_squared": 0.7563, "total_energy_ev": -66294.9876, "charge": 2, "orbital_gap_ev": [7.1, 5.4], "e_above_lowest_ev": 0.403, "homo_energy_ev": [-16.66, -16.66], "multiplicity": 2}

***

Entry 6:
{"formula": "C8H10DyN2O5", "method": "ωB97M-V/def2-TZVPD", "elements": ["Dy", "C", "O", "C", "O", "C", "O", "C", "O", "C", "H", "H", "C", "H", "H", "C", "N", "C", "N", "O", "H", "H", "H", "H", "H", "H"], "xyz": [[0.021, -0.382, -1.273], [-1.452, -2.459, -0.665], [-2.117, -3.308, -0.262], [-0.707, -1.568, -3.442], [-1.022, -2.083, -4.424], [1.748, -2.150, -1.087], [2.546, -2.981, -1.000], [-2.039, 0.897, -1.638], [-3.012, 1.512, -1.751], [1.730, 1.399, -1.511], [1.239, 2.274, -1.069], [2.687, 1.147, -1.041], [1.404, 0.932, -2.776], [2.038, 0.210, -3.312], [0.625, 1.401, -3.399], [-1.863, 1.092, 3.051], [-0.477, 0.636, 3.022], [0.207, 0.180, 1.980], [1.487, -0.249, 2.168], [-0.309, 0.140, 0.792], [-2.345, 1.042, 2.069], [-1.884, 2.128, 3.402], [-2.422, 0.467, 3.754], [0.026, 0.609, 3.908], [2.013, -0.672, 1.406], [1.880, -0.214, 3.096]], "s_squared": 9.3301, "total_energy_ev": -45728.1631, "charge": 3, "orbital_gap_ev": [6.8, 7.0], "e_above_lowest_ev": 0.721, "homo_energy_ev": [-20.24, -20.25], "multiplicity": 6}